DFT (ωB97M-V/def2-TZVPD) results for a cluster of 2 separate species, C28H31ClN4O3 in total at a distorted geometry.

M in g/mol: 507.03
LUMO energy in eV: 0.2

Element x y z (Å)
Cl (-0.466, 0.051, -2.292)
O (6.185, -4.364, 1.553)
O (3.433, -0.247, -1.376)
O (-4.452, 2.946, -0.671)
N (3.560, -0.704, 0.747)
N (5.022, -3.209, 0.075)
N (-4.678, 5.797, -2.769)
N (-7.154, 2.597, 3.311)
C (-5.989, 2.010, 2.641)
C (4.203, -2.930, -2.192)
C (3.979, -1.302, 2.016)
C (-4.503, 2.256, 0.590)
C (-2.842, 3.853, 1.666)
C (6.166, -3.508, 0.685)
C (-4.010, 4.848, -2.662)
C (4.767, -2.199, -0.959)
C (-1.001, 3.044, 3.014)
C (1.473, -5.484, -1.326)
C (7.442, -2.775, 0.326)
C (0.407, -3.415, -2.033)
C (3.881, -0.997, -0.523)
C (2.841, -3.573, -1.983)
C (0.307, -4.740, -1.577)
C (-2.119, 3.528, -3.457)
C (-1.414, 1.729, 2.785)
C (2.738, -4.902, -1.528)
C (-1.716, 4.106, 2.454)
C (-3.408, 2.727, -1.548)
C (-2.544, 1.476, 2.002)
C (-2.567, 1.597, -1.503)
C (-3.178, 3.689, -2.551)
C (-5.767, 2.739, 1.316)
C (1.670, -2.835, -2.239)
C (-1.508, 1.444, -2.398)
C (-1.284, 2.412, -3.375)
C (-3.270, 2.536, 1.433)
H (-5.113, 2.117, 3.291)
H (-4.600, 1.181, 0.410)
H (-0.857, 0.903, 3.219)
H (-2.855, 0.449, 1.840)
H (4.136, -2.223, -3.020)
H (-6.634, 2.574, 0.668)
H (5.067, -1.348, 2.078)
H (2.950, 0.096, 0.813)
H (-1.945, 4.278, -4.225)
H (3.616, -0.691, 2.845)
H (5.711, -1.754, -1.269)
H (-0.460, 2.291, -4.072)
H (-1.396, 5.130, 2.625)
H (-7.982, 2.562, 2.716)
H (8.248, -3.158, 0.950)
H (-0.665, -5.190, -1.429)
H (-2.716, 0.820, -0.766)
H (-0.489, -2.845, -2.235)
H (1.397, -6.506, -0.981)
H (4.912, -3.702, -2.497)
H (7.680, -2.953, -0.721)
H (-7.330, 2.151, 4.212)
H (-6.149, 0.942, 2.458)
H (3.560, -2.304, 2.121)
H (1.742, -1.816, -2.593)
H (3.631, -5.480, -1.333)
H (7.317, -1.710, 0.510)
H (-0.126, 3.243, 3.625)
H (-5.696, 3.814, 1.503)
H (-3.389, 4.684, 1.228)
H (4.229, -3.758, 0.372)

DFT (ωB97M-V/def2-TZVPD) results for a structure of composition C28H31ErN10O at a distorted geometry.

M in g/mol: 690.89
Net charge: +2
LUMO energy (spin up / spin down) in eV: -5.4 / -5.4
Relative energy (zero: lowest compared OMol25 entry of this formula, charge and spin) in eV: 0.341
Spin multiplicity: 4

Element x y z (Å)
Er (-0.111, -0.368, -0.553)
O (-2.253, -1.324, -1.450)
N (0.630, 1.582, 1.083)
N (-1.085, 2.110, -1.399)
N (0.542, -0.914, 2.129)
N (-3.765, -1.125, -3.096)
N (-2.324, 0.435, 0.612)
N (-2.361, 4.489, -2.088)
N (2.553, -0.156, -0.626)
N (-4.407, 0.649, 1.212)
N (-4.174, 1.672, 0.405)
N (-0.017, -2.875, 0.168)
C (-2.917, 1.533, 0.044)
C (5.235, 0.628, -0.579)
C (0.040, -3.806, -0.790)
C (0.354, -4.605, 1.784)
C (-0.020, -2.221, 2.508)
C (-1.191, 4.159, -2.613)
C (-0.035, -0.565, -3.003)
C (3.058, 0.675, -1.547)
C (-1.476, -0.482, -3.574)
C (0.480, 3.971, 1.156)
C (1.997, -0.906, 2.388)
C (0.404, -5.561, 0.781)
C (4.376, 1.092, -1.565)
C (3.392, -0.624, 0.307)
C (0.097, 1.525, 2.308)
C (0.133, -3.278, 1.438)
C (2.851, -1.599, 1.313)
C (-3.299, -0.096, 1.324)
C (-2.519, -1.023, -2.625)
C (-0.062, 0.157, 2.938)
C (-0.131, 3.909, 2.403)
C (-2.912, 3.643, -1.247)
C (4.729, -0.243, 0.368)
C (-0.284, 2.671, 3.003)
C (0.861, 2.787, 0.553)
C (-0.555, 2.971, -2.272)
C (-2.279, 2.444, -0.889)
C (0.239, -5.151, -0.532)
H (2.279, -2.369, 0.795)
H (0.354, -1.559, -3.296)
H (0.662, 4.918, 0.674)
H (2.194, -1.381, 3.360)
H (6.271, 0.929, -0.557)
H (2.373, 0.992, -2.328)
H (-4.507, -1.495, -2.520)
H (1.388, 2.792, -0.394)
H (-1.099, -2.111, 2.666)
H (0.562, -6.600, 1.019)
H (0.382, 0.184, 3.946)
H (-3.240, -0.988, 1.912)
H (-0.690, 2.590, 3.998)
H (-1.743, 0.563, -3.775)
H (2.321, 0.135, 2.454)
H (-0.081, -3.451, -1.805)
H (0.256, -5.859, -1.343)
H (3.696, -2.085, 1.800)
H (0.555, 0.137, -3.611)
H (-1.579, -1.014, -4.528)
H (-3.992, -0.902, -4.052)
H (-1.131, -0.032, 3.062)
H (-0.450, 4.811, 2.903)
H (4.725, 1.757, -2.337)
H (-5.325, 0.521, 1.620)
H (-0.761, 4.859, -3.315)
H (-3.877, 3.897, -0.834)
H (0.471, -4.892, 2.818)
H (5.368, -0.642, 1.140)
H (0.420, -2.587, 3.448)
H (0.402, 2.700, -2.698)

DFT (ωB97M-V/def2-TZVPD) results for a structure of composition C28H31F2N5OPdS4.

M in g/mol: 726.27
Net charge: +2
LUMO energy (spin up / spin down) in eV: -5.8 / -8.8
Relative energy (zero: lowest compared OMol25 entry of this formula, charge and spin) in eV: 0.815
Spin multiplicity: 5

Element x y z (Å)
Pd (-0.366, 0.302, 0.099)
S (-1.021, -1.490, 1.440)
S (-0.145, -0.329, 4.102)
S (2.226, 0.861, 5.611)
S (-1.919, -0.619, -1.751)
F (1.466, 4.189, 3.504)
F (3.733, 3.821, -0.538)
O (-1.745, 2.127, 0.154)
N (2.215, -0.452, 3.274)
N (1.225, 0.493, -1.480)
N (-2.091, -3.175, -1.000)
N (1.508, -1.010, 2.259)
N (-3.838, -2.372, -2.254)
C (4.370, -0.693, 4.335)
C (3.636, -0.372, 3.199)
C (-4.564, -1.408, -3.086)
C (0.789, 2.513, 2.012)
C (1.630, 3.573, 2.331)
C (2.265, -0.200, -3.511)
C (-2.409, -5.432, -2.008)
C (1.982, 2.277, -0.113)
C (-4.038, 2.049, -0.505)
C (-3.888, 1.589, 0.957)
C (2.123, 1.494, -1.353)
C (-2.647, -4.516, -0.818)
C (1.005, 1.892, 0.802)
C (6.361, -0.086, 3.143)
C (-2.652, 2.577, -0.884)
C (-2.536, 2.143, 1.364)
C (5.606, 0.192, 2.003)
C (1.525, 0.002, 4.324)
C (0.241, -0.983, 2.539)
C (5.751, -0.528, 4.303)
C (3.110, 1.688, -2.315)
C (-2.672, -2.171, -1.651)
C (2.616, 4.026, 1.477)
C (3.174, 0.838, -3.406)
C (2.770, 3.370, 0.272)
C (-4.104, -1.429, -4.531)
C (4.230, 0.048, 2.018)
C (1.307, -0.332, -2.524)
H (-4.232, -2.417, -4.974)
H (-2.615, 3.669, -0.879)
H (-4.330, 1.218, -1.141)
H (-3.710, -4.420, -0.578)
H (-3.887, 0.500, 1.025)
H (6.342, -0.778, 5.172)
H (-2.839, -6.413, -1.814)
H (-1.343, -5.559, -2.190)
H (3.818, 2.492, -2.208)
H (-2.597, 3.179, 1.710)
H (6.098, 0.533, 1.103)
H (3.245, 4.865, 1.736)
H (3.623, 0.275, 1.152)
H (3.895, -1.164, 5.188)
H (-4.693, -0.723, -5.115)
H (2.286, -0.896, -4.337)
H (3.935, 0.984, -4.160)
H (0.568, -1.120, -2.563)
H (0.014, 2.230, 2.712)
H (-3.054, -1.147, -4.614)
H (-2.268, 2.212, -1.835)
H (-5.620, -1.665, -3.000)
H (7.434, 0.031, 3.110)
H (-2.857, -5.049, -2.926)
H (-2.014, 1.547, 2.113)
H (-4.683, 1.965, 1.597)
H (-2.179, -4.921, 0.078)
H (-1.183, -2.978, -0.611)
H (-4.166, -3.326, -2.297)
H (-4.785, 2.833, -0.609)
H (-4.434, -0.425, -2.640)

DFT (ωB97M-V/def2-TZVPD) results for a structure of composition C28H31IrN5O2S6Si at a distorted geometry.

M in g/mol: 882.29
LUMO energy (spin up / spin down) in eV: -1.4 / -1.4
Relative energy (zero: lowest compared OMol25 entry of this formula, charge and spin) in eV: 0.655
Spin multiplicity: 2

Element x y z (Å)
Ir (-1.766, -0.709, 0.136)
S (-2.032, -4.692, 2.793)
S (5.925, -3.252, -2.922)
S (0.063, -1.364, 2.257)
S (-3.561, -3.790, -2.673)
S (-3.427, -1.331, 2.280)
S (0.702, 1.510, 0.195)
Si (0.392, 4.688, -0.447)
O (8.004, -2.712, -1.474)
O (-3.228, 0.088, -1.185)
N (-2.048, -2.598, -0.695)
N (-0.787, 0.007, -3.837)
N (-2.129, 4.138, -3.124)
N (-3.133, 1.272, -1.639)
N (-1.785, 1.453, 1.040)
C (-2.300, 4.130, 0.516)
C (4.269, -2.687, -2.617)
C (2.365, -2.634, -1.167)
C (-1.036, 3.619, 0.246)
C (-4.238, -2.969, 2.283)
C (3.729, -1.665, -3.399)
C (3.538, -3.221, -1.552)
C (-1.466, 0.759, -3.292)
C (0.311, -3.143, 2.636)
C (-2.232, 3.014, -2.898)
C (1.263, 3.833, -1.909)
C (-0.576, -4.094, 1.846)
C (6.828, -2.504, -1.564)
C (-2.336, -1.509, 3.754)
C (-2.692, -3.059, -1.573)
C (-0.334, 6.365, -0.970)
C (1.579, 4.929, 1.033)
C (0.103, 0.048, -0.659)
C (6.021, -1.654, -0.627)
C (-2.971, 1.995, 1.340)
C (-1.009, -0.797, 3.625)
C (2.538, -1.084, -3.046)
C (0.894, -0.729, -1.292)
C (-2.311, 1.647, -2.601)
C (-3.274, 3.314, 1.082)
C (-3.451, -4.157, 1.766)
C (1.884, -1.485, -1.852)
C (-0.853, 2.268, 0.520)
H (3.933, -4.075, -1.022)
H (-0.013, -4.990, 1.584)
H (1.705, 4.570, -2.571)
H (-2.518, 5.158, 0.280)
H (1.065, 5.374, 1.882)
H (-0.436, -0.912, 4.548)
H (-1.115, 6.239, -1.712)
H (-3.077, -3.976, 0.762)
H (6.691, -1.137, 0.057)
H (0.438, 6.988, -1.411)
H (-2.887, -1.082, 4.593)
H (-4.583, -3.134, 3.304)
H (-0.937, -3.621, 0.932)
H (-5.104, -2.829, 1.635)
H (-0.747, 6.908, -0.126)
H (5.346, -2.287, -0.050)
H (0.193, -3.269, 3.713)
H (-2.196, -2.577, 3.922)
H (-4.123, -5.018, 1.741)
H (2.406, 5.582, 0.772)
H (0.567, 3.239, -2.495)
H (2.124, -0.272, -3.622)
H (-3.691, 1.333, 1.802)
H (1.806, -3.004, -0.321)
H (1.356, -3.317, 2.376)
H (-4.253, 3.697, 1.326)
H (-1.147, 0.264, 3.418)
H (2.058, 3.177, -1.571)
H (5.423, -0.930, -1.180)
H (4.282, -1.316, -4.258)
H (2.000, 3.982, 1.359)

DFT (ωB97M-V/def2-TZVPD) results for the molecule C28H31N3O4S at a distorted geometry.

M in g/mol: 505.64
LUMO energy in eV: -1.2

Element x y z (Å)
S (-4.227, 0.977, -0.037)
O (-5.328, 0.898, -1.135)
O (4.914, 2.260, 0.117)
O (1.095, 0.163, 1.261)
O (-4.318, 2.007, 1.075)
N (4.063, 0.211, 0.751)
N (1.470, 1.972, 0.493)
N (-4.756, -0.413, 1.057)
C (6.965, -1.134, -0.842)
C (3.317, -2.456, 1.055)
C (-3.109, -2.899, -1.493)
C (0.832, 0.995, 0.385)
C (0.112, 5.235, -1.148)
C (-0.807, -3.490, -0.600)
C (-1.662, 1.232, 0.095)
C (-2.429, -2.124, 0.922)
C (-3.969, -0.561, 2.123)
C (4.567, -2.033, 0.430)
C (0.493, 4.283, -0.185)
C (-1.758, -3.544, -1.504)
C (-2.549, -1.350, 2.150)
C (2.602, 2.310, 1.221)
C (-1.250, -0.124, -2.346)
C (5.929, -0.154, -0.281)
C (1.200, 3.001, -0.635)
C (-4.734, -1.612, 0.189)
C (-2.798, 0.762, -0.785)
C (4.121, 1.638, 0.585)
C (-1.035, -2.410, 0.512)
C (6.636, -2.480, -0.751)
C (4.871, -0.500, 0.127)
C (-0.177, 0.087, -1.737)
C (5.588, -2.831, -0.239)
C (-2.523, -0.118, -2.028)
C (-0.288, 0.697, -0.393)
C (-3.431, -2.274, 0.066)
H (3.022, -3.462, 0.927)
H (7.440, -3.292, -0.766)
H (3.188, -2.012, 2.201)
H (-1.835, -0.617, 2.160)
H (0.852, 4.638, 0.681)
H (-0.268, 4.767, -2.097)
H (-3.959, 0.296, 2.495)
H (5.175, -3.844, -0.045)
H (-5.337, -1.347, -0.712)
H (-1.102, -0.851, -3.289)
H (2.323, -1.999, 0.361)
H (-3.463, -0.233, -2.407)
H (-0.553, 5.937, -0.812)
H (-0.234, -2.156, 1.280)
H (7.944, -0.952, -1.313)
H (-3.925, -3.208, -1.937)
H (0.206, -3.669, -0.963)
H (0.996, 5.596, -1.507)
H (2.811, 3.286, 1.297)
H (0.801, 2.486, -1.500)
H (-4.605, -1.254, 2.812)
H (-1.651, -4.126, -2.118)
H (-2.467, -2.113, 2.906)
H (-5.289, -2.507, 0.840)
H (2.050, 3.489, -0.921)
H (0.755, -0.177, -1.830)
H (-0.583, 3.568, 0.015)
H (6.360, 0.816, -0.312)
H (3.149, -0.023, 1.089)
H (-1.904, 1.607, 1.258)
H (2.386, 1.994, 2.107)

DFT (ωB97M-V/def2-TZVPD) results for a structure of composition C28H31N6ORuSbSe.

M in g/mol: 769.39
Net charge: +2
LUMO energy in eV: -5.2
Relative energy (zero: lowest compared OMol25 entry of this formula, charge and spin) in eV: 0.440

Element x y z (Å)
Sb (-1.354, 1.638, 2.571)
Ru (0.388, -0.592, 0.521)
Se (3.031, -1.416, 0.998)
O (0.493, -2.702, 0.555)
N (4.948, 0.587, 1.747)
N (-1.274, -1.156, 1.687)
N (1.078, 1.355, 0.978)
N (0.981, -3.570, -0.333)
N (-1.085, 0.558, -0.396)
N (5.269, -0.103, -0.271)
C (-2.108, -1.015, 3.924)
C (2.752, 3.025, 0.698)
C (-3.100, 2.201, -1.397)
C (4.468, -0.242, 0.803)
C (-1.404, 0.530, -1.704)
C (-2.600, -2.911, 2.578)
C (6.049, 1.261, 1.262)
C (5.166, -0.883, -1.496)
C (1.619, -5.802, -0.754)
C (2.049, 1.920, 0.232)
C (2.435, 3.587, 1.918)
C (-2.770, 2.223, -0.049)
C (1.344, 3.080, 2.608)
C (1.821, -4.142, -2.459)
C (-2.172, -2.850, 0.125)
C (-1.956, -2.302, 1.502)
C (2.291, 1.414, -1.158)
C (6.251, 0.829, -0.001)
C (1.326, -3.207, -1.574)
C (1.972, -5.458, -2.052)
C (-2.404, 1.350, -2.223)
C (-1.765, 1.406, 0.433)
C (1.123, -4.838, 0.093)
C (0.680, 1.978, 2.097)
C (-1.454, -0.470, 2.840)
C (-2.621, -2.305, 3.815)
C (-0.675, -0.400, -2.619)
C (4.418, 0.696, 3.102)
H (-3.159, -2.523, -0.215)
H (6.083, -0.752, -2.063)
H (2.356, -6.204, -2.733)
H (6.599, 1.965, 1.859)
H (4.379, -0.290, 3.556)
H (1.722, -6.813, -0.390)
H (4.320, -0.546, -2.093)
H (1.579, 1.888, -1.838)
H (2.985, 4.438, 2.297)
H (-1.438, -2.493, -0.587)
H (3.294, 1.671, -1.495)
H (-3.296, 2.884, 0.628)
H (-3.108, -3.851, 2.414)
H (1.187, -2.164, -1.797)
H (-2.240, -0.437, 4.828)
H (-1.007, -0.261, -3.645)
H (2.080, -3.830, -3.460)
H (-2.177, -3.939, 0.132)
H (5.080, 1.340, 3.675)
H (0.830, -5.006, 1.118)
H (2.166, 0.333, -1.222)
H (3.416, 1.119, 3.078)
H (7.010, 1.086, -0.719)
H (-0.867, -1.436, -2.340)
H (-2.623, 1.300, -3.281)
H (0.988, 3.555, 3.513)
H (3.535, 3.444, 0.079)
H (-3.882, 2.838, -1.787)
H (5.034, -1.932, -1.244)
H (-3.099, -2.785, 4.659)
H (0.401, -0.224, -2.580)

DFT (ωB97M-V/def2-TZVPD) results for a structure of composition C28H32Br3N3O3PtSSe.

M in g/mol: 1004.40
Net charge: +1
LUMO energy (spin up / spin down) in eV: -2.9 / -5.9
Spin multiplicity: 6

Element x y z (Å)
Pt (-0.113, 0.352, 1.004)
Br (0.499, 1.448, -1.252)
Br (-2.783, 1.280, 0.583)
Br (6.565, 4.817, 4.504)
Se (-0.958, -0.737, -2.678)
S (-0.518, -1.027, 2.993)
O (2.114, 0.420, 1.592)
O (-1.058, -1.623, 0.214)
O (0.827, 2.130, 2.032)
N (-3.243, -0.171, -4.244)
N (-1.534, 1.081, -4.847)
N (-0.713, -2.671, 0.905)
C (-2.165, 2.985, 0.234)
C (0.964, 0.886, -5.159)
C (-0.400, -2.553, 2.230)
C (-4.870, -3.172, -5.830)
C (-3.678, 0.616, -5.296)
C (-0.303, -5.007, 0.955)
C (-2.591, 1.409, -5.680)
C (0.065, -4.918, 2.299)
C (-4.991, 1.589, -7.004)
C (-3.900, 2.366, -7.402)
C (-1.944, 0.118, -3.998)
C (-3.520, -3.032, -5.132)
C (-4.059, -1.115, -3.497)
C (5.450, 2.682, 2.986)
C (-0.040, -0.878, -6.730)
C (4.417, 1.944, 2.435)
C (-0.004, -3.700, 2.931)
C (-4.903, 0.707, -5.947)
C (-3.632, -2.574, -3.678)
C (-0.686, -3.869, 0.291)
C (3.844, 4.090, 4.121)
C (5.153, 3.757, 3.810)
C (1.963, 1.573, 2.080)
C (-0.245, 1.764, -4.837)
C (2.814, 3.357, 3.561)
C (3.099, 2.295, 2.704)
C (-2.688, 2.299, -6.745)
C (0.967, 0.261, -6.556)
H (0.187, -1.441, -7.635)
H (-3.020, -4.002, -5.140)
H (-3.995, -0.856, -2.436)
H (-0.963, -3.842, -0.752)
H (-5.513, -3.858, -5.279)
H (1.969, -0.133, -6.732)
H (0.782, 1.034, -7.308)
H (-0.312, 2.570, -5.565)
H (1.056, 0.098, -4.411)
H (-5.756, 0.113, -5.650)
H (0.396, -5.790, 2.841)
H (-4.008, 3.032, -8.246)
H (1.784, 3.605, 3.775)
H (-2.886, -2.337, -5.689)
H (4.633, 1.110, 1.783)
H (-2.763, 3.619, -0.394)
H (1.836, 1.533, -5.050)
H (-5.088, -0.978, -3.826)
H (-1.848, 2.898, -7.063)
H (6.481, 2.439, 2.772)
H (-1.240, 3.280, 0.697)
H (0.262, -3.583, 3.971)
H (-1.062, -0.510, -6.819)
H (-4.723, -3.572, -6.832)
H (-5.376, -2.211, -5.919)
H (-2.663, -2.710, -3.192)
H (-0.102, 2.203, -3.848)
H (-5.922, 1.677, -7.546)
H (3.635, 4.921, 4.779)
H (-0.295, -5.953, 0.436)
H (0.014, -1.565, -5.884)
H (-4.360, -3.194, -3.150)